Record 1
A 2-piece molecular cluster, C16H20N2O8 overall at a distorted geometry, computed with ωB97M-V/def2-TZVPD.

Its total charge is 0. The lowest unoccupied orbital energy is -0.5 eV. The value obtained for the total energy is -36276.8753 eV. The HOMO energy is -9.3 eV. As for the SMILES: C=C(Oc1cccc(C(=O)O)c1)C(=O)O.CNC(=O)[C@H](CO)NC(C)=O. The HOMO-LUMO gap comes out at 8.855 eV.

Last column: natural (NBO) charge in e.
Element x y z (Å)
O -0.7621 3.4593 5.9370  -0.564
O -0.5428 -1.8239 0.5534  -0.633
O -1.4900 3.0320 -4.3736  -0.631
O -1.1170 -1.9002 -4.5671  -0.614
O -0.4305 2.5499 7.9775  -0.672
O 1.5614 -2.1591 -0.1941  -0.667
O -0.2852 1.1043 4.5868  -0.469
O -2.1664 -1.9375 -1.6208  -0.738
C -0.4557 2.4981 6.6229  0.719
C 0.6604 -1.6588 0.6837  0.794
C -1.5582 1.8179 -4.2769  0.674
C -0.4142 -1.0939 -3.9669  0.657
C 0.3565 0.1452 6.6910  -0.374
C -0.0901 1.2272 5.9510  0.177
C 2.9782 0.0463 3.1660  -0.207
C 2.0596 0.6559 4.0270  -0.237
C 2.5258 -0.7097 2.0785  -0.172
C 0.2452 -0.2397 2.7154  -0.154
C 0.6799 0.5077 3.8116  0.276
C 1.1485 -0.8653 1.8328  -0.187
N 0.8559 -0.8616 -4.3273  -0.610
N -1.0288 1.2241 -3.2039  -0.620
C -2.2363 1.0261 -5.3771  -0.713
C 1.5373 -1.5416 -5.4286  -0.413
C -2.3025 -0.6741 -2.2382  -0.060
C -0.9679 -0.2040 -2.8390  -0.154
H -0.7156 3.4521 8.1909  0.507
H 1.0439 -2.6959 -0.8156  0.510
H -1.7360 -1.8421 -0.7522  0.495
H 0.4816 0.2035 7.7679  0.228
H 0.5801 -0.8066 6.2205  0.215
H 4.0444 0.1675 3.3376  0.226
H 2.4174 1.2593 4.8554  0.232
H 3.2544 -1.1751 1.4192  0.230
H -0.8266 -0.3273 2.5574  0.244
H 1.3599 -0.1422 -3.8334  0.395
H -0.6402 1.8786 -2.5432  0.409
H -2.7428 1.7198 -6.0464  0.244
H -1.4913 0.4712 -5.9425  0.235
H -2.9681 0.3405 -4.9585  0.228
H 2.4293 -0.9863 -5.7218  0.207
H 1.8217 -2.5499 -5.1228  0.201
H 0.8686 -1.6163 -6.2894  0.221
H -2.6415 0.0469 -1.4928  0.170
H -3.0566 -0.7440 -3.0219  0.192
H -0.2435 -0.2781 -2.0293  0.205

***

Record 2
C16H20N4 as an isolated structure at a distorted geometry, computed with ωB97M-V/def2-TZVPD.

Its total charge is 0. The lowest unoccupied orbital energy is 0.7 eV. The value obtained for the total energy is -22864.1949 eV. The HOMO energy is -7.1 eV. The HOMO-LUMO gap comes out at 7.781 eV.

Last column: natural (NBO) charge in e.
Element x y z (Å)
N 6.6147 41.2037 -4.8705  -0.491
C 6.8993 41.0467 -3.5436  -0.080
C 7.7059 39.8869 -3.5081  -0.340
C 7.6890 39.2386 -4.7481  -0.274
C 6.9642 40.0990 -5.5571  -0.094
H 6.1175 41.9795 -5.2840  0.412
H 6.7616 41.8334 -2.8166  0.216
H 8.1932 39.7069 -2.5612  0.224
H 8.1422 38.3244 -5.1019  0.224
H 6.6321 40.0071 -6.5807  0.211
N 11.1803 37.9130 -7.8136  -0.505
C 11.9275 38.4457 -6.7622  -0.069
C 11.0272 39.2112 -6.0041  -0.271
C 9.7610 38.9795 -6.4457  -0.434
C 9.8988 38.2749 -7.6102  -0.056
H 11.5750 37.5280 -8.6598  0.420
H 12.9974 38.3167 -6.6897  0.221
H 11.2570 39.8030 -5.1304  0.212
H 8.8497 39.4482 -6.1045  0.289
H 9.1109 37.8160 -8.1890  0.199
N 9.7638 38.4649 -3.9806  -0.546
C 9.8195 37.8316 -2.7268  -0.058
C 9.6777 36.4025 -2.8876  -0.382
C 9.5356 36.2406 -4.2814  -0.310
C 9.5171 37.5079 -4.8733  -0.030
H 9.7447 39.4709 -4.0682  0.454
H 9.9361 38.5553 -1.9337  0.207
H 9.6120 35.6299 -2.1358  0.265
H 9.1691 35.3335 -4.7388  0.231
H 9.2609 37.9199 -5.8382  0.237
N 11.6635 36.0705 -2.7928  -0.456
C 12.5311 35.2920 -3.4625  -0.084
C 13.5670 35.1630 -2.5300  -0.305
C 13.5155 36.0079 -1.4596  -0.315
C 12.3158 36.6601 -1.6931  -0.097
H 10.7285 36.1450 -3.1673  0.348
H 12.3075 34.7689 -4.3805  0.211
H 14.4622 34.5678 -2.6332  0.193
H 14.2251 36.1327 -0.6550  0.225
H 11.7375 37.3551 -1.1024  0.196

***

Record 3
A single C16H20N4O4S2 molecule, computed with ωB97M-V/def2-TZVPD.

Its total charge is 0. The lowest unoccupied orbital energy is 0.4 eV. The value obtained for the total energy is -52738.0720 eV. The HOMO energy is -9.0 eV. As for the SMILES: Cc1cc(C)nc(SCC(=O)Nc2ccc(S(=O)(=O)NCCO)cc2)n1. The HOMO-LUMO gap comes out at 9.395 eV.

Last column: natural (NBO) charge in e.
Element x y z (Å)
C 0.9893 0.2463 2.4334  -0.685
C 1.7035 0.7232 1.2205  0.319
N 2.5735 -0.1070 0.6532  -0.530
C 3.2020 0.3120 -0.4290  0.278
N 3.0658 1.4806 -1.0237  -0.494
C 2.2043 2.3307 -0.4707  0.279
C 1.4886 1.9845 0.6707  -0.331
H 0.7836 2.6642 1.1194  0.223
C 2.0464 3.6577 -1.1352  -0.651
H 0.9995 3.8382 -1.3713  0.224
H 2.6384 3.6821 -2.0451  0.238
H 2.3833 4.4485 -0.4670  0.230
S 4.2973 -0.8343 -1.1823  0.267
C 4.1122 -2.2215 -0.0117  -0.624
C 2.6653 -2.5017 0.3739  0.730
O 2.3687 -2.8838 1.4781  -0.603
N 1.8009 -2.4078 -0.6905  -0.631
C 0.4349 -2.1704 -0.6182  0.197
C -0.3024 -2.4163 0.5398  -0.279
C -1.6348 -2.0553 0.5922  -0.091
C -2.2353 -1.4802 -0.5111  -0.394
C -1.5335 -1.2830 -1.6856  -0.165
C -0.1972 -1.6232 -1.7389  -0.247
H 0.3716 -1.4476 -2.6409  0.217
H -2.0360 -0.8446 -2.5327  0.238
S -3.9232 -0.9285 -0.4128  2.305
O -4.2787 -0.7833 0.9798  -0.961
O -4.7656 -1.7264 -1.2500  -0.924
N -3.8491 0.5889 -1.1391  -0.870
H -4.6430 0.6940 -1.7525  0.411
C -3.6356 1.7327 -0.2692  -0.264
H -4.3916 1.7807 0.5264  0.205
C -2.2488 1.6662 0.3736  -0.077
H -1.9259 2.6805 0.6345  0.178
O -2.2015 0.9188 1.5609  -0.752
H -2.9315 0.2720 1.5595  0.495
H -1.5396 1.2540 -0.3616  0.171
H -3.7094 2.6319 -0.8844  0.216
H -2.2146 -2.2044 1.4888  0.232
H 0.1832 -2.8566 1.3939  0.265
H 2.2285 -2.1302 -1.5677  0.405
H 4.6776 -2.0058 0.8941  0.257
H 4.5460 -3.0887 -0.5115  0.251
H 1.2562 0.8683 3.2864  0.229
H 1.2639 -0.7837 2.6389  0.246
H -0.0872 0.3282 2.2847  0.266

***

Record 4
A 2-piece molecular cluster, C16H20N6O overall at a distorted geometry, computed with ωB97M-V/def2-TZVPD.

Its total charge is 0. The lowest unoccupied orbital energy is 0.6 eV. The value obtained for the total energy is -27891.0183 eV. The HOMO energy is -7.8 eV. The HOMO-LUMO gap comes out at 8.379 eV.

Last column: natural (NBO) charge in e.
Element x y z (Å)
C -3.3364 1.0480 -2.0969  -0.645
C -2.1170 1.4641 -1.4566  -0.002
O -1.5015 2.4789 -2.1870  -0.711
H -2.2305 3.2811 -2.3429  0.441
C -2.4514 1.9088 -0.2138  -0.145
N -2.5794 0.9589 0.7557  -0.608
C -1.6005 0.2444 1.2307  0.622
N -1.9553 -1.2138 1.6548  -0.606
C -0.9267 -1.9238 2.1105  0.315
N -1.0914 -3.0901 2.8075  -0.259
N 0.3988 -3.5716 3.1375  -0.217
C 1.1788 -2.6904 2.6231  0.015
C 0.2264 -1.5540 2.0448  -0.229
C 0.7779 -0.3034 1.6076  0.508
N -0.3227 0.3804 0.9983  -0.636
N 1.9878 0.3321 1.4959  -0.547
H 2.5531 -0.3884 1.6783  0.381
C 2.2916 1.4702 0.7212  -0.232
C 2.6833 0.8779 -0.6660  -0.085
C 1.8562 1.4490 -1.6903  -0.180
C 2.0779 0.9608 -3.1545  -0.118
C 3.3908 0.4322 -3.3028  -0.230
C 4.2090 -0.0504 -2.2572  -0.184
C 3.9029 0.4581 -0.9344  -0.231
H 4.5999 -0.1930 -0.3387  0.217
H 4.9833 -0.6613 -2.4727  0.206
H 3.2895 0.0712 -4.3964  0.210
H 1.5178 1.1646 -3.8098  0.152
H 0.9017 2.0595 -1.5400  0.240
H 1.4060 2.0796 0.8058  0.260
H 3.2498 1.7629 1.1955  0.213
H 2.0831 -2.8612 2.7960  0.185
C -2.1908 -3.8534 3.1241  -0.398
H -2.3962 -3.9867 4.0893  0.191
H -3.1115 -3.1971 2.7126  0.241
H -2.0265 -4.8644 2.6487  0.195
H -3.4808 0.2886 0.6488  0.403
H -1.2849 2.6315 0.4473  0.134
H -3.0398 2.6793 -0.0149  0.213
H -1.0882 0.8546 -1.5780  0.249
H -3.7295 0.2163 -1.5328  0.222
H -2.9941 0.9980 -3.1614  0.242
H -4.1106 1.8516 -2.1868  0.207

***

Record 5
C16H20NOPbSe as an isolated structure at a distorted geometry, computed with ωB97M-V/def2-TZVPD.

Its total charge is -1. The lowest unoccupied orbital energy is 2.1 eV. The value obtained for the total energy is -91044.4804 eV. The HOMO energy is -3.8 eV. The HOMO-LUMO gap comes out at 5.891 eV.

Last column: natural (NBO) charge in e.
Element x y z (Å)
Pb 1.3818 -0.6939 -0.0416  1.435
C 2.1223 0.9138 2.9684  -0.315
C 3.0805 1.2965 1.9917  -0.328
C 2.4109 1.9391 0.9152  -0.445
H 4.1517 1.1043 2.0679  0.220
C 1.0236 2.0177 1.2965  -0.408
C 0.8364 1.3400 2.5360  -0.314
H -0.1063 1.2499 3.0877  0.210
H 2.3517 0.4268 3.9139  0.224
H 2.8715 2.4346 0.0415  0.205
H 0.2537 2.5099 0.7338  0.187
C -0.0763 -2.7274 1.6557  -0.350
C -0.5069 -1.6068 2.4103  -0.328
C -1.4194 -0.8633 1.6316  -0.346
H -0.2133 -1.3770 3.4434  0.220
C -1.5367 -1.5011 0.3834  -0.326
C -0.7062 -2.6505 0.3791  -0.461
H -0.6192 -3.3702 -0.4486  0.206
H 0.6013 -3.5272 2.0011  0.236
H -1.9811 0.0331 1.9364  0.201
H -2.2135 -1.1924 -0.4242  0.188
O -0.6278 -0.0144 -1.3504  -0.661
C -1.7043 0.8244 -2.3065  0.370
C -0.6608 0.8016 -3.5241  -0.481
C -1.9006 2.0846 -1.5861  -0.660
C -2.8697 0.0071 -2.6136  -0.668
C 0.0945 -0.2396 -2.7498  -0.113
H -0.1570 1.7720 -3.5338  0.212
H -1.0402 0.5552 -4.5165  0.214
H -0.2580 -1.2755 -3.0985  0.202
H 1.2738 -0.1395 -2.8029  0.203
H -2.1520 2.8741 -2.3289  0.212
H -1.0531 2.4376 -0.9657  0.264
H -2.7706 1.9537 -0.9281  0.222
H -3.3122 0.3936 -3.5547  0.220
H -3.6040 0.1312 -1.8231  0.226
H -2.6205 -1.0459 -2.7437  0.242
Se 4.8116 -2.1173 3.9142  -0.354
C 3.7686 -2.3288 2.4985  0.092
N 3.0757 -2.4301 1.5345  -0.654